No. 1
14 unconnected molecules or ions with the total composition C5H39N2O14 in a non-equilibrium geometry. Source: the Open Molecules 2025 dataset; level of theory: wB97M-V/def2-TZVPD.

The geometry in XYZ format:
```
60
Properties=species:S:1:pos:R:3:nbo_charge:R:1
C 0.03521 0.00058 0.13136 -0.682
C 0.06650 1.48692 0.57769 -0.099
C -1.10378 2.28424 -0.01505 -0.435
C -1.26910 2.10737 -1.52015 -0.223
N -0.05177 2.26486 -2.35545 -0.895
N -0.03853 1.60964 2.04303 -0.707
C 1.26137 1.50694 2.74716 0.098
O 1.79634 0.20240 2.66772 -0.837
H 1.02983 -0.45510 0.39176 0.239
H -0.08734 -0.13189 -0.88686 0.218
H -0.70909 -0.59329 0.68989 0.210
H 1.00215 1.96973 0.22008 0.221
H -2.10459 2.09160 0.49499 0.226
H -0.93462 3.39846 0.22053 0.205
H -2.03423 2.84130 -1.92479 0.196
H -1.63720 1.07481 -1.77285 0.178
H 0.09648 3.26233 -2.60624 0.360
H 0.78946 1.92110 -1.90509 0.393
H -0.75827 0.87562 2.41778 0.394
H 1.14427 1.72967 3.84499 0.164
H 1.98244 2.24759 2.34595 0.151
H 2.79271 0.15306 -2.42797 0.498
H 3.01418 -0.61768 -1.05080 0.501
O 2.93177 -0.71237 -2.01869 -1.000
H -1.73790 -0.91707 2.69241 0.504
H -2.94803 -0.68250 1.66637 0.503
O -2.65064 -0.45530 2.58795 -1.040
H 2.89638 1.09979 -0.32052 0.506
H 3.16581 2.57177 -0.61575 0.455
O 2.81231 1.86326 -1.04231 -1.026
H 1.48657 -1.54594 -2.40889 0.495
H 0.22031 -1.38953 -3.32681 0.502
O 0.68418 -2.00193 -2.69910 -1.040
H 1.01366 -3.28411 0.80554 0.497
H -0.01685 -2.76039 1.78561 0.493
O 0.13292 -3.45458 1.11412 -1.013
H -2.96352 1.17937 2.92269 0.504
H -2.04444 2.48409 2.70614 0.477
O -2.97279 2.18678 2.95682 -1.020
H -0.54524 0.66464 -3.67617 0.501
H -1.59738 -0.50589 -3.62916 0.499
O -0.80426 -0.23418 -4.06553 -1.004
H 2.36968 0.06985 1.68340 0.514
H 4.00447 -0.14520 0.88520 0.478
O 3.09476 -0.12251 0.57189 -1.136
H -0.83835 -2.95105 -0.22744 0.511
H -0.58366 -2.32309 -1.55922 0.505
O -1.26171 -2.52172 -0.95453 -1.028
H 0.57145 -0.76278 2.73414 0.526
H -0.03555 -1.83782 3.78553 0.489
O -0.18290 -1.47101 2.89773 -1.023
H -3.17459 -0.88823 -1.92635 0.479
H -2.46718 -2.07900 -2.40501 0.501
O -2.91200 -1.22492 -2.70217 -0.973
H -2.46258 0.15327 -0.08570 0.480
H -2.30355 -1.34425 -0.29286 0.511
O -2.97004 -0.65044 -0.07850 -0.992
H 2.75548 -1.76625 0.42447 0.501
H 2.52990 -2.75970 -0.72946 0.480
O 2.52113 -2.71134 0.21648 -0.991
```

ΔE to the lowest compared entry with this formula, charge and spin (kcal per mole): 9.8
Kohn-Sham gap (eV): 8.968
Net charge: -1
LUMO level (eV): 2.554

---

No. 2
14 unconnected molecules or ions with the total composition C5H39NO14S in a non-equilibrium geometry. Source: the Open Molecules 2025 dataset; level of theory: wB97M-V/def2-TZVPD.

The geometry in XYZ format:
```
60
Properties=species:S:1:pos:R:3:nbo_charge:R:1
C -2.74788 0.64370 -0.91353 -0.429
C -3.85803 -0.17704 -0.23768 -0.539
S -4.42020 0.57417 1.29011 -0.040
C -1.42650 0.50736 -0.16306 -0.227
N -0.24135 0.32529 -1.05351 -0.668
C 0.87861 1.20842 -0.66676 -0.265
C 2.09229 0.74042 -1.45911 -0.083
O 2.50814 -0.51841 -0.93390 -0.764
H -2.64310 0.24905 -1.93147 0.203
H -3.08498 1.65670 -1.14622 0.210
H -3.59989 -1.22964 -0.12232 0.222
H -4.63189 -0.27006 -1.00676 0.233
H -3.50963 0.11089 2.19464 0.138
H -1.45998 -0.35856 0.49770 0.193
H -1.26306 1.40165 0.43527 0.201
H 0.13835 -0.59287 -0.83367 0.352
H 0.70753 2.24655 -0.99046 0.175
H 0.97136 1.39590 0.41205 0.220
H 1.91968 0.86550 -2.52772 0.186
H 2.98430 1.32227 -1.20849 0.194
H 2.01750 -1.28098 -1.25169 0.498
H -0.45360 -0.34442 -2.98334 0.499
H -1.53242 -0.05064 -3.99350 0.483
O -1.06908 -0.79505 -3.59972 -0.997
H 3.89580 -2.75756 1.36187 0.490
H 2.99672 -3.48957 0.48452 0.463
O 3.44268 -3.61830 1.33109 -0.949
H 1.30466 -3.99503 3.85519 0.461
H 1.90198 -3.95277 2.48626 0.492
O 1.06547 -3.77147 2.95361 -0.965
H 0.28263 4.29726 1.41693 0.505
H -0.67165 3.91664 0.27160 0.449
O -0.61162 4.46757 1.05536 -0.974
H 1.52061 -3.14350 -2.96436 0.482
H 0.49734 -2.12966 -3.23574 0.496
O 0.80061 -2.68799 -2.49694 -0.971
H -1.83093 2.09517 -3.50690 0.464
H -0.53638 2.86310 -3.26881 0.471
O -1.12998 2.57620 -3.96667 -0.932
H 2.27819 0.64710 2.52073 0.493
H 1.47741 1.74614 3.06163 0.483
O 2.40280 1.54203 2.86737 -0.986
H 4.42075 -0.63994 1.53502 0.480
H 3.01920 -0.41148 0.75899 0.504
O 3.46735 -0.70114 1.57080 -0.993
H -1.41882 -3.20923 -2.33604 0.480
H -2.48287 -2.37327 -2.88480 0.488
O -2.32134 -2.92446 -2.12130 -0.963
H -0.24223 -0.64696 1.48575 0.480
H -0.02576 -0.89511 2.94974 0.503
O -0.10469 -0.18007 2.30894 -0.968
H -1.63778 -2.92829 -0.21646 0.488
H -2.95011 -2.87450 0.65130 0.473
O -1.99198 -2.95547 0.67821 -0.958
H -0.48480 1.53144 3.00875 0.491
H -0.98741 2.97147 2.53962 0.497
O -0.47113 2.48583 3.19185 -0.998
H 2.58877 3.88559 0.87734 0.480
H 2.30730 3.60858 2.38023 0.512
O 1.95304 4.02140 1.58844 -0.963
```

ΔE to the lowest compared entry with this formula, charge and spin (kcal per mole): 52.5
Kohn-Sham gap (eV): 8.873
Net charge: 0
LUMO level (eV): -0.333